Entry 1:
Below is 17 unconnected molecules or ions with the total composition C52H147N9O17 in a non-equilibrium geometry, with properties calculated with ωB97M-V/def2-TZVPD.

ORCA input file:
```
! RIJCOSX wB97M-V def2-TZVPD def2/J DEFGRID3
* xyz 0 1
C -21.97 -4.76 6.18
C -22.93 -5.21 7.24
C -24.31 -4.65 7.03
O -24.24 -3.14 7.28
C -25.51 -2.60 7.56
N -23.08 -6.76 7.25
H -22.19 -5.16 5.20
H -20.97 -4.85 6.48
H -22.22 -3.66 6.08
H -22.64 -4.91 8.22
H -25.09 -5.07 7.78
H -24.62 -4.87 5.98
H -26.13 -2.51 6.66
H -25.38 -1.65 8.07
H -26.02 -3.28 8.24
H -23.30 -7.04 6.26
H -22.23 -7.31 7.50
C -23.06 -3.67 12.60
C -22.69 -2.99 11.32
C -21.29 -3.20 10.86
O -21.01 -2.12 10.09
C -19.61 -2.05 9.72
N -23.71 -3.14 10.32
H -22.42 -3.26 13.38
H -23.14 -4.74 12.51
H -24.11 -3.31 12.83
H -22.62 -1.93 11.51
H -21.29 -4.18 10.30
H -20.58 -3.33 11.66
H -19.60 -1.38 8.91
H -19.21 -3.01 9.44
H -19.01 -1.71 10.53
H -23.52 -2.89 9.39
H -24.28 -3.97 10.38
C -30.43 -12.03 14.29
C -30.49 -11.88 12.75
C -29.06 -11.57 12.15
O -28.51 -10.37 12.48
C -29.15 -9.19 12.09
N -30.97 -13.14 12.13
H -31.41 -12.28 14.66
H -30.23 -11.03 14.68
H -29.67 -12.73 14.67
H -31.15 -11.13 12.38
H -29.20 -11.78 11.05
H -28.29 -12.29 12.45
H -28.36 -8.46 12.15
H -30.03 -9.01 12.70
H -29.55 -9.18 11.07
H -30.58 -13.89 12.63
H -31.04 -13.25 11.17
C -21.61 -13.69 7.53
C -21.29 -12.41 6.79
C -22.63 -11.54 6.73
O -22.61 -10.63 5.68
C -23.84 -10.12 5.38
N -20.23 -11.56 7.32
H -20.79 -14.38 7.51
H -22.49 -14.19 7.14
H -21.97 -13.29 8.47
H -21.13 -12.52 5.71
H -22.83 -10.85 7.62
H -23.54 -12.20 6.71
H -23.70 -9.20 4.70
H -24.46 -9.84 6.33
H -24.58 -10.81 4.84
H -19.39 -12.09 7.01
H -20.24 -11.84 8.33
C -26.17 -3.38 17.16
C -27.17 -4.48 17.43
C -27.23 -5.37 16.15
O -25.94 -5.77 15.77
C -25.85 -6.84 14.87
N -26.80 -5.10 18.69
H -26.31 -2.51 17.82
H -26.21 -2.95 16.16
H -25.18 -3.71 17.40
H -28.15 -4.12 17.52
H -27.76 -4.75 15.39
H -27.80 -6.29 16.33
H -25.73 -6.49 13.80
H -26.64 -7.55 15.04
H -24.89 -7.30 15.12
H -27.42 -5.83 18.91
H -25.90 -5.54 18.64
C -25.21 -11.79 9.25
C -26.16 -12.65 10.11
C -27.39 -13.21 9.26
O -28.33 -12.23 8.93
C -29.41 -12.76 8.23
N -25.44 -13.77 10.69
H -25.72 -10.99 8.72
H -24.80 -12.43 8.47
H -24.41 -11.37 9.82
H -26.63 -12.06 10.86
H -27.94 -14.04 9.80
H -26.91 -13.68 8.41
H -30.26 -12.10 8.46
H -29.68 -13.80 8.57
H -29.21 -12.86 7.15
H -24.98 -14.37 10.10
H -25.98 -14.32 11.35
C -26.25 -5.40 10.75
C -27.39 -6.38 10.69
C -28.76 -5.71 11.00
O -28.71 -5.61 12.37
C -29.55 -4.61 12.87
N -27.56 -7.13 9.43
H -26.12 -4.78 9.87
H -25.30 -5.84 10.92
H -26.44 -4.60 11.44
H -27.18 -7.09 11.53
H -29.59 -6.43 10.71
H -28.98 -4.73 10.53
H -30.55 -4.96 12.50
H -29.26 -3.60 12.54
H -29.55 -4.74 13.93
H -26.78 -7.71 9.12
H -28.43 -7.71 9.54
C -21.28 -11.13 10.75
C -20.91 -11.23 12.23
C -19.48 -10.72 12.33
O -18.61 -11.52 11.44
C -17.27 -11.61 11.91
N -21.59 -10.34 13.19
H -20.78 -11.94 10.19
H -21.09 -10.20 10.29
H -22.30 -11.41 10.58
H -21.01 -12.24 12.54
H -19.17 -10.80 13.40
H -19.48 -9.65 12.04
H -17.14 -11.44 12.98
H -16.73 -10.82 11.31
H -16.89 -12.58 11.64
H -22.58 -10.50 13.01
H -21.43 -9.41 12.87
C -27.69 -10.34 3.65
C -27.44 -9.95 5.07
C -28.24 -8.70 5.41
O -28.20 -7.60 4.56
C -26.99 -6.88 4.55
N -27.90 -11.04 5.98
H -27.55 -9.56 2.90
H -28.75 -10.62 3.46
H -27.08 -11.18 3.33
H -26.40 -9.77 5.27
H -27.70 -8.31 6.32
H -29.29 -8.94 5.59
H -27.17 -6.02 3.96
H -26.14 -7.48 4.13
H -26.68 -6.65 5.53
H -27.93 -10.65 6.93
H -27.21 -11.77 5.86
C -21.10 -10.06 17.41
C -19.77 -9.84 16.74
O -19.91 -9.44 15.36
H -21.04 -10.06 18.46
H -21.58 -11.03 17.07
H -21.75 -9.26 17.04
H -19.14 -10.75 16.74
H -19.21 -9.08 17.31
H -20.58 -9.97 14.87
C -21.79 -6.40 14.78
C -20.89 -6.28 13.53
O -20.32 -7.55 13.15
H -21.29 -6.92 15.60
H -22.62 -7.02 14.45
H -22.17 -5.42 15.14
H -20.17 -5.47 13.67
H -21.63 -6.01 12.74
H -19.92 -7.89 13.96
C -32.24 -8.52 7.56
C -31.31 -8.72 8.81
O -29.97 -8.96 8.53
H -31.84 -7.66 6.90
H -33.25 -8.25 7.84
H -32.25 -9.39 6.93
H -31.73 -9.62 9.38
H -31.44 -7.84 9.52
H -29.68 -8.54 7.71
C -24.61 -8.99 11.36
C -23.87 -8.07 10.38
O -24.66 -8.03 9.19
H -24.17 -9.00 12.41
H -24.55 -10.03 11.07
H -25.71 -8.83 11.29
H -22.87 -8.38 10.08
H -23.70 -7.07 10.81
H -24.19 -7.54 8.47
C -30.57 -10.24 17.14
C -30.61 -8.84 16.67
O -29.72 -7.95 17.24
H -29.64 -10.67 16.80
H -31.47 -10.74 16.66
H -30.52 -10.27 18.26
H -31.60 -8.40 16.64
H -30.40 -8.80 15.61
H -29.42 -8.26 18.13
C -25.53 -12.77 14.37
C -25.16 -11.70 13.37
O -24.09 -12.05 12.50
H -26.06 -13.60 13.91
H -26.40 -12.24 14.81
H -24.72 -13.19 15.00
H -24.82 -10.75 13.79
H -26.04 -11.26 12.82
H -24.44 -12.50 11.69
C -19.83 -6.72 8.53
C -19.81 -8.19 8.30
O -20.97 -8.59 7.64
H -20.67 -6.43 9.15
H -19.95 -6.11 7.61
H -18.93 -6.35 9.03
H -19.70 -8.67 9.28
H -18.93 -8.45 7.69
H -20.80 -9.48 7.21
C -29.45 -4.61 5.88
C -28.99 -5.64 6.90
O -27.71 -5.27 7.37
H -30.40 -5.05 5.51
H -28.74 -4.60 4.98
H -29.50 -3.60 6.36
H -28.99 -6.65 6.52
H -29.60 -5.66 7.76
H -27.56 -5.79 8.21
*
```

Output
* E_LUMO: 0.419 eV
* HOMO level: -8.26 eV
* largest force on an atom: 4.3 eV/A
* gap between HOMO and LUMO: 8.68 eV
* E_tot: -104516.443 eV
* energy relative to the best compared isomer or geometry (same formula, charge and spin): 73.0 kcal per mole

***

Entry 2:
Below is a molecular structure, C52H152CrF6N34O27P in a non-equilibrium geometry, with properties calculated with ωB97M-V/def2-TZVPD.

ORCA input file:
```
! RIJCOSX wB97M-V def2-TZVPD def2/J DEFGRID3
* xyz 2 4
Cr 2.46 3.16 3.41
P -0.44 -0.52 -0.19
F 0.43 0.29 -1.30
F -1.46 0.79 -0.14
F -1.41 -1.23 -1.30
F -1.34 -1.14 1.01
F 0.55 -1.83 -0.15
F 0.51 0.23 0.96
C -2.83 1.05 5.07
O -1.60 0.44 5.17
C -1.56 -0.80 4.50
C -2.22 -1.92 5.27
N -1.81 -3.25 4.86
C -2.21 -3.72 3.58
C -3.67 -3.80 3.15
O -4.35 -4.41 4.25
C -5.73 -4.38 4.24
H -3.21 1.15 4.07
H -2.74 2.06 5.36
H -3.56 0.58 5.74
H -0.50 -1.08 4.37
H -1.97 -0.66 3.48
H -3.28 -1.66 5.21
H -1.97 -1.74 6.35
H -2.26 -3.90 5.51
H -1.86 -4.73 3.45
H -1.71 -3.02 2.89
H -3.77 -4.38 2.21
H -4.12 -2.82 2.95
H -6.03 -3.63 4.94
H -6.09 -5.37 4.53
H -6.14 -4.14 3.28
C 3.77 -7.00 -3.16
O 3.09 -5.90 -2.52
C 1.68 -5.94 -2.71
C 1.04 -4.60 -2.48
N 1.46 -3.71 -3.50
C 1.45 -2.32 -3.22
C 2.73 -1.58 -2.87
O 3.63 -1.78 -3.99
C 3.31 -0.80 -5.00
H 3.64 -6.99 -4.23
H 3.32 -7.94 -2.79
H 4.77 -6.84 -2.82
H 1.19 -6.68 -2.04
H 1.39 -6.19 -3.71
H 1.46 -4.38 -1.48
H 0.01 -4.64 -2.32
H 2.29 -3.99 -3.89
H 0.84 -2.10 -2.33
H 0.98 -1.69 -4.00
H 3.26 -2.06 -2.03
H 2.45 -0.54 -2.81
H 2.29 -0.66 -5.31
H 3.86 -1.08 -5.88
H 3.72 0.23 -4.77
C -5.35 0.64 -8.22
O -5.37 0.42 -6.84
C -5.44 -0.96 -6.51
C -5.53 -1.11 -5.00
N -6.89 -0.87 -4.48
C -6.70 -0.77 -3.02
C -7.90 -0.50 -2.18
O -8.33 0.85 -2.18
C -9.39 1.07 -1.29
H -4.32 0.59 -8.63
H -5.74 1.73 -8.40
H -6.06 0.06 -8.77
H -4.49 -1.39 -6.90
H -6.31 -1.41 -6.99
H -4.73 -0.46 -4.53
H -5.30 -2.17 -4.79
H -7.15 0.05 -4.78
H -5.99 0.05 -2.80
H -6.20 -1.72 -2.73
H -7.64 -0.69 -1.13
H -8.77 -1.12 -2.47
H -10.32 0.97 -1.88
H -9.33 2.08 -0.92
H -9.35 0.36 -0.46
C 4.90 -5.26 0.19
O 4.55 -4.83 1.50
C 4.73 -3.40 1.59
C 5.61 -3.13 2.81
N 6.92 -3.78 2.68
C 7.90 -3.13 3.59
C 8.81 -4.22 4.16
O 7.98 -5.07 4.84
C 8.76 -6.02 5.53
H 4.30 -4.68 -0.64
H 4.66 -6.35 0.02
H 6.00 -5.16 0.02
H 3.79 -2.80 1.58
H 5.23 -3.07 0.69
H 5.06 -3.26 3.73
H 5.79 -1.99 2.77
H 6.89 -4.76 2.93
H 7.37 -2.66 4.37
H 8.50 -2.41 3.02
H 9.47 -3.74 4.91
H 9.41 -4.73 3.44
H 9.41 -5.43 6.24
H 9.44 -6.60 4.93
H 8.11 -6.61 6.13
C 12.33 3.74 0.02
O 11.68 2.51 0.21
C 10.36 2.34 -0.22
C 9.79 0.97 0.26
N 8.35 1.00 -0.02
C 7.97 1.33 -1.43
C 6.51 1.14 -1.59
O 5.99 -0.01 -1.02
C 6.35 -1.26 -1.61
H 13.39 3.77 0.28
H 11.80 4.57 0.59
H 12.24 4.03 -1.06
H 10.37 2.29 -1.29
H 9.73 3.19 0.27
H 9.99 0.80 1.28
H 10.40 0.24 -0.28
H 7.81 0.18 0.29
H 8.55 0.74 -2.20
H 8.16 2.39 -1.71
H 6.24 1.14 -2.66
H 5.95 1.97 -1.10
H 5.73 -2.05 -1.15
H 7.36 -1.57 -1.41
H 6.12 -1.31 -2.70
C -9.50 7.33 0.59
O -8.35 6.55 0.31
C -7.78 6.88 -0.97
C -6.46 6.17 -1.08
N -6.57 4.69 -0.78
C -6.80 3.83 -1.97
C -5.60 3.37 -2.64
O -4.98 2.33 -1.83
C -3.88 1.80 -2.53
H -9.81 6.99 1.55
H -10.27 7.04 -0.15
H -9.31 8.42 0.60
H -7.53 7.95 -1.05
H -8.50 6.60 -1.80
H -5.80 6.58 -0.31
H -6.07 6.48 -2.01
H -7.31 4.64 -0.12
H -7.56 4.30 -2.57
H -7.18 2.87 -1.58
H -4.80 4.11 -2.83
H -5.91 2.98 -3.59
H -3.11 2.58 -2.72
H -4.29 1.42 -3.45
H -3.54 0.93 -1.94
C -5.50 -1.02 0.95
C -4.53 0.19 0.95
O -5.29 1.38 0.77
H -6.31 -0.91 1.66
H -4.90 -1.85 1.29
H -5.90 -1.21 -0.03
H -3.64 -0.02 0.29
H -4.14 0.28 2.01
H -5.22 1.74 -0.08
C -3.44 4.85 1.48
O -2.51 5.46 2.14
N -4.33 3.95 2.11
N -3.54 4.84 0.11
H -4.68 4.27 3.02
H -4.90 3.36 1.53
H -2.74 5.25 -0.42
H -4.28 4.32 -0.37
C 1.23 3.64 5.90
O 2.24 3.90 5.13
N 0.92 2.38 6.15
N 0.75 4.65 6.66
H 1.52 1.69 5.70
H -0.01 2.01 6.22
H 0.84 5.46 6.04
H -0.10 4.47 7.15
C 4.94 4.20 4.39
O 4.32 3.82 3.37
N 5.21 3.27 5.40
N 5.43 5.47 4.48
H 5.01 2.21 5.35
H 5.46 3.57 6.32
H 5.13 6.10 3.75
H 5.92 5.78 5.32
C 1.38 3.53 -2.89
O 2.34 3.90 -2.16
N 0.36 2.84 -2.37
N 1.35 3.85 -4.24
H 0.54 2.22 -1.60
H -0.25 2.54 -3.14
H 2.00 4.45 -4.67
H 0.58 3.55 -4.82
C -0.52 3.12 3.08
O 0.59 2.50 3.03
N -1.59 2.48 2.51
N -0.77 4.28 3.74
H -2.51 2.90 2.53
H -1.43 1.74 1.83
H 0.09 4.84 3.89
H -1.54 4.83 3.27
C -1.92 5.86 -2.89
O -1.47 5.70 -1.70
N -1.26 5.62 -4.05
N -3.20 6.09 -3.07
H -1.78 5.06 -4.73
H -0.37 5.17 -3.94
H -3.51 6.23 -4.00
H -3.70 6.19 -2.25
C 2.84 0.16 4.10
O 2.90 1.42 4.41
N 2.00 -0.47 3.23
N 3.67 -0.62 4.80
H 1.99 -1.53 3.23
H 1.31 -0.05 2.64
H 4.12 -0.17 5.63
H 3.40 -1.63 4.95
C 1.99 4.97 0.90
O 1.96 4.69 2.13
N 3.19 4.91 0.31
N 0.87 5.35 0.26
H 3.37 4.63 -0.60
H 3.86 4.40 0.93
H 0.79 5.47 -0.76
H -0.03 5.33 0.76
C 3.60 1.58 1.03
O 2.73 2.20 1.67
N 4.89 1.74 1.20
N 3.29 0.70 0.08
H 5.25 2.50 1.76
H 5.57 1.19 0.64
H 2.44 0.20 0.13
H 3.99 0.25 -0.45
C -1.84 -2.97 -4.98
O -2.75 -2.15 -5.16
N -1.92 -3.97 -4.07
N -0.70 -2.96 -5.81
H -2.81 -4.19 -3.68
H -1.02 -4.45 -4.00
H -0.61 -2.08 -6.35
H 0.18 -3.35 -5.55
C -1.47 -4.81 0.23
O -1.55 -5.95 -0.16
N -2.44 -3.90 -0.09
N -0.54 -4.38 1.15
H -3.08 -4.02 -0.91
H -2.49 -2.94 0.28
H 0.15 -5.09 1.34
H -0.16 -3.49 1.00
C -4.37 -6.25 -2.55
O -4.29 -4.99 -2.57
N -5.34 -6.82 -3.33
N -3.58 -6.99 -1.81
H -5.60 -6.04 -3.93
H -5.16 -7.73 -3.76
H -2.78 -6.57 -1.30
H -3.53 -8.01 -1.85
C 2.02 -4.33 4.86
O 2.34 -3.11 4.74
N 1.00 -4.71 5.66
N 2.71 -5.27 4.16
H 0.30 -4.07 6.05
H 0.60 -5.66 5.53
H 2.82 -6.20 4.56
H 3.55 -4.97 3.64
C -2.12 1.59 -5.04
O -1.43 2.54 -4.68
N -1.83 0.39 -4.54
N -3.11 1.82 -5.92
H -1.06 0.48 -3.86
H -2.34 -0.51 -4.75
H -3.25 2.73 -6.34
H -3.81 1.09 -6.12
*
```

Output
* E_LUMO (spin up / spin down): -4.258 / -3.693 eV
* HOMO level (spin up / spin down): -11.65 / -11.65 eV
* largest force on an atom: 4.0 eV/A
* gap between HOMO and LUMO (spin up / spin down): 7.39 / 7.96 eV
* E_tot: -216355.759 eV